Record 1
{"formula": "C9H13Br12FIOS", "method": "wB97M-V/def2-TZVPD", "symbols": ["C", "C", "C", "I", "S", "C", "C", "O", "F", "H", "H", "H", "H", "H", "H", "H", "H", "H", "C", "Br", "Br", "Br", "H", "C", "Br", "Br", "Br", "H", "C", "Br", "Br", "Br", "H", "C", "Br", "Br", "Br", "H"], "coordinates": [[-2.3246, 1.4358, 1.0769], [-2.7846, 0.1948, 1.8359], [-1.8740, -0.2721, 2.9588], [-1.3144, 1.2620, 4.3427], [-0.2867, -1.0053, 2.4746], [-0.5865, -1.9021, 0.9360], [0.6906, -1.8535, 0.1274], [1.7810, -1.7550, 0.5519], [0.4066, -1.9280, -1.1674], [-2.9758, 1.5981, 0.2158], [-2.3874, 2.3287, 1.7012], [-1.2997, 1.3472, 0.6971], [-2.9480, -0.6229, 1.1299], [-3.7613, 0.3819, 2.2944], [-2.3444, -1.0345, 3.5815], [0.3874, 0.0771, 2.0124], [-0.7905, -2.9408, 1.2159], [-1.4354, -1.5244, 0.3729], [3.8050, 1.5045, 1.5350], [4.8508, 0.0338, 2.1678], [3.3966, 1.3611, -0.3295], [2.1790, 1.7184, 2.5745], [4.3797, 2.4099, 1.6834], [6.4878, 4.0425, -1.3958], [6.1168, 4.9224, 0.2750], [7.0059, 2.2151, -1.1100], [5.0007, 4.1807, -2.6063], [7.3235, 4.5510, -1.8549], [-0.6578, -1.3300, -4.4465], [-1.3102, -2.7106, -5.6078], [0.9055, -0.4717, -5.1569], [-2.0352, -0.0536, -4.0169], [-0.3679, -1.8022, -3.5201], [-4.7233, -2.9149, -1.0035], [-5.3563, -3.8075, 0.5688], [-4.9508, -1.0093, -0.8747], [-2.8904, -3.3745, -1.3940], [-5.3117, -3.2524, -1.8455]], "mulliken_charge": [-1.018, -0.140, -0.598, 0.237, 0.293, 0.010, 0.345, -0.398, -0.173, 0.306, 0.411, 0.281, -0.188, 0.366, 0.653, -0.084, 0.488, -0.039, -0.238, 0.030, 0.073, 0.064, 0.237, -0.330, -0.020, -0.005, -0.007, 0.345, 0.185, 0.004, -0.010, 0.000, -0.136, -0.343, 0.001, 0.008, 0.013, 0.377], "total_charge": 1, "orbital_gap_ev": 8.34, "molar_mass_g_mol": 1274.02}


Record 2
{"formula": "C2H4O4S2", "method": "wB97M-V/def2-TZVPD", "symbols": ["C", "C", "O", "O", "O", "O", "S", "S", "H", "H", "H", "H"], "coordinates": [[0.9296, -0.6267, -1.1049], [-1.5325, 0.6981, 0.2139], [0.1329, -1.5052, 1.3288], [2.5225, -1.5329, 1.0742], [0.9778, 0.6389, 0.7180], [0.2336, 1.9493, -1.3912], [1.2610, -0.9958, 0.6648], [0.0728, 0.7250, -0.6675], [0.5584, -1.3472, -1.8415], [-1.9625, 1.5650, -0.2268], [-1.9409, -0.3121, -0.0245], [-1.2527, 0.7434, 1.2568]], "mulliken_charge": [-0.550, -0.969, -0.528, -0.559, -0.343, -0.579, 1.047, 1.031, 0.352, 0.429, 0.332, 0.338], "orbital_gap_ev": 9.52, "molar_mass_g_mol": 156.18}


Record 3
{"formula": "C7H8N2", "method": "wB97M-V/def2-TZVPD", "symbols": ["C", "C", "C", "C", "C", "C", "C", "N", "N", "H", "H", "H", "H", "H", "H", "H", "H"], "coordinates": [[2.5056, -0.7124, 0.0035], [1.2927, -1.4139, 0.0345], [2.1406, 0.6896, -0.0117], [0.2333, -0.4346, 0.0992], [-1.2473, -0.4595, 0.0849], [-2.2549, -1.3561, 0.0120], [-1.4709, 1.3162, 0.0404], [0.7935, 0.7666, -0.0126], [-0.1037, 1.8338, 0.1162], [3.4290, -1.1915, 0.1931], [0.9651, -2.4522, 0.0702], [2.9971, 1.2888, -0.0115], [-3.2196, -1.1740, 0.2916], [-2.0762, -2.3888, -0.1421], [-1.9336, 1.3956, -0.9645], [-2.1402, 1.7133, 0.7266], [0.0896, 2.5791, -0.5297]], "mulliken_charge": [-0.762, -0.321, -0.272, 0.115, 0.476, -1.037, -0.614, 0.353, -0.684, 0.409, 0.364, 0.423, 0.321, 0.295, 0.266, 0.405, 0.262], "orbital_gap_ev": 8.58, "smiles": "C=C1CNn2cccc21", "molar_mass_g_mol": 120.15}


Record 4
{"formula": "CH5FNO", "method": "wB97M-V/def2-TZVPD", "symbols": ["C", "N", "O", "F", "H", "H", "H", "H", "H"], "coordinates": [[0.1412, -0.7658, -0.0720], [0.3533, 0.8301, -0.5001], [-1.1322, -0.8426, 0.4526], [-1.2893, -0.3463, 1.8132], [-0.0191, -1.4418, -0.8801], [0.7706, -1.1129, 0.6987], [-0.4698, 1.2996, -0.8592], [1.2146, 1.0437, -1.0231], [0.4307, 1.3359, 0.3699]], "mulliken_charge": [-0.096, -0.396, -0.089, -0.138, 0.315, 0.304, 0.364, 0.367, 0.370], "total_charge": 1, "multiplicity": 3, "orbital_gap_ev": [9.23, 9.51], "molar_mass_g_mol": 66.05}